This record from the OMol25 dataset describes a molecular structure, C5H10O. The level of theory is the ωB97M-V functional and the def2-TZVPD basis.

```
16
Properties=species:S:1:pos:R:3:forces:R:3
C 2.15794 -0.53182 0.20865 -0.06 -0.24 -0.07
O 1.46475 0.63141 0.60294 -0.41 0.14 -0.28
C 0.48244 0.94615 -0.18261 -0.17 -0.82 0.11
C -0.89055 1.29145 0.31117 0.02 0.02 0.05
C -1.59211 0.04976 -0.28772 -0.05 0.04 -0.03
C -0.57079 -1.09475 -0.03053 -0.16 0.20 0.03
H 2.53130 -0.48421 -0.82527 -0.06 0.11 0.25
H 0.81625 -1.13547 -0.00794 0.22 0.18 0.00
H 2.93147 -0.75585 0.94866 -0.20 0.15 -0.22
H 0.64479 0.87212 -1.26315 0.05 0.03 0.22
H -0.90788 1.25447 1.40647 0.04 0.01 -0.20
H -1.29738 2.25536 -0.02598 0.17 -0.22 0.04
H -1.72006 0.20480 -1.36970 0.08 -0.01 0.23
H -2.60180 -0.13474 0.12110 0.29 0.07 -0.08
H -0.64462 -1.38393 1.03069 0.08 0.08 -0.21
H -0.80376 -1.98476 -0.63677 0.15 0.26 0.15
```
Forces are in eV/Å.

The value obtained for the LUMO energy (alpha / beta) is 0.57 / 0.57 eV. The calculation puts the orbital gap (alpha / beta) at 8.0 / 8.0 eV. As for the energy above the lowest of the compared OMol25 structures with the same formula, charge and spin: 117.52 kcal per mole. The HOMO energy (alpha / beta) comes out at -7.46 / -7.46 eV.